(1)
17
Properties=species:S:1:pos:R:3 method="wB97M-V/def2-TZVPD" s2=2.01 charge=0 orbital_gap_ev="6.169 / 6.362" multiplicity=3 e_above_lowest_ev=0.518 e_homo_ev="-5.33 / -9.16"
C -1.396 0.390 -0.823
C -0.363 -0.056 -1.889
C -0.660 1.276 0.231
N 0.818 -0.475 -1.156
Si 0.930 0.202 0.473
Si 0.609 -1.252 2.211
H -2.190 1.065 -1.089
H -1.650 -0.603 -0.330
H -0.803 -0.814 -2.418
H -0.012 0.840 -2.462
H -0.505 2.204 -0.247
H -1.236 1.413 1.097
H 1.556 -0.995 -1.651
H 2.714 1.303 0.493
H 1.982 -1.787 2.458
H -0.085 -2.588 1.634
H 0.027 -1.129 3.583



(2)
15
Properties=species:S:1:pos:R:3 method="wB97M-V/def2-TZVPD" charge=+1 orbital_gap_ev=9.022 e_above_lowest_ev=1.180 e_homo_ev=-14.25
O -2.651 1.851 0.626
H -2.229 2.300 -0.088
H -1.981 1.694 1.335
H -3.201 1.060 0.357
C 0.260 0.235 0.216
C 1.661 -0.691 -0.001
C 1.412 -1.854 -0.948
H -0.429 -0.324 0.884
H 0.516 1.169 0.676
H -0.225 0.550 -0.811
H 2.405 0.072 -0.567
H 2.195 -0.870 0.958
H 2.121 -2.661 -0.626
H 1.605 -1.529 -1.960
H 0.437 -2.410 -0.764



(3)
19
Properties=species:S:1:pos:R:3 method="wB97M-V/def2-TZVPD" charge=-1 orbital_gap_ev=5.951 e_above_lowest_ev=1.534 e_homo_ev=-2.56
C 0.556 -0.110 1.203
C 1.474 -1.165 1.844
O 2.086 -1.977 0.836
C -0.904 -0.497 1.444
S -1.887 -0.117 -0.080
S -1.624 1.900 -0.467
H 0.649 -0.120 0.118
H 0.756 0.880 1.588
H 2.396 -0.805 2.328
H 0.914 -1.822 2.509
H -1.420 -0.013 2.266
H -0.946 -1.564 1.214
H -0.774 0.067 -2.251
H 0.555 0.356 -2.933
H 2.051 -1.610 -0.051
O 0.115 -0.284 -2.364
H 2.027 0.803 -1.017
H 3.321 0.571 -0.271
O 2.881 0.365 -1.098



(4)
18
Properties=species:S:1:pos:R:3 method="wB97M-V/def2-TZVPD" charge=-1 orbital_gap_ev=8.176 e_above_lowest_ev=3.639 e_homo_ev=-4.60
C -0.197 -0.673 0.096
O -1.403 0.071 -0.031
C 0.821 -0.166 -0.913
C 0.297 -0.473 -2.330
O 1.139 -1.884 -2.821
H 0.225 -0.548 1.099
H -0.400 -1.748 0.062
H 1.747 -0.732 -0.821
H 0.960 0.905 -0.771
H -0.665 -0.934 -2.165
H 0.332 0.384 -3.008
H 0.959 -1.093 -3.293
H -1.374 0.684 0.767
H -1.433 2.529 2.087
O -1.486 1.568 2.169
H -0.359 1.046 2.712
H 0.254 0.439 4.023
O 0.581 0.627 3.138



(5)
20
Properties=species:S:1:pos:R:3 method="wB97M-V/def2-TZVPD" charge=0 orbital_gap_ev=11.255 smiles="COP(=O)(OC)OC.O" e_above_lowest_ev=0.866 e_homo_ev=-10.65
C 2.113 0.810 -1.332
O 0.807 0.680 -1.056
P 0.045 -0.748 -0.815
O -0.175 -1.613 -2.026
O 0.867 -1.414 0.401
C 0.295 -2.587 1.008
O -1.312 -0.271 -0.055
C -2.426 0.219 -0.719
H 2.391 0.520 -2.359
H 2.735 0.236 -0.624
H 2.329 1.883 -1.199
H 0.864 -2.770 1.935
H 0.402 -3.466 0.350
H -0.770 -2.468 1.267
H -3.253 -0.421 -0.368
H -2.322 0.093 -1.810
H -2.682 1.271 -0.510
O -0.199 3.101 2.854
H 0.030 3.029 1.900
H 0.260 3.916 3.159



(6)
31
Properties=species:S:1:pos:R:3 method="wB97M-V/def2-TZVPD" charge=0 orbital_gap_ev=7.916 e_homo_ev=-10.40
C -1.382 1.419 -0.835
O -0.072 2.037 -1.096
B 0.991 1.709 -0.403
O 1.889 2.550 0.170
P 1.503 -0.233 -0.202
N 2.404 -0.684 -1.555
C 0.201 -1.489 -0.035
S -0.245 -2.417 -1.535
O -1.045 -1.566 -2.356
O -0.688 -3.693 -1.080
S 2.964 -0.538 1.431
C 2.347 -1.829 2.461
O 4.119 -0.997 0.711
O 3.014 0.674 2.182
H -1.418 0.423 -1.265
H -1.603 1.437 0.230
H -2.141 2.017 -1.324
H 2.603 2.897 -0.384
H 3.340 -0.281 -1.509
H 1.966 -0.291 -2.391
H 0.526 -2.276 0.648
H -0.727 -1.060 0.350
H 0.966 -2.574 -2.109
H 2.462 -2.791 1.965
H 1.314 -1.627 2.744
H 2.981 -1.753 3.347
F -3.992 1.546 -0.511
Al -5.294 2.201 0.378
F -6.436 2.794 -0.695
F -4.637 3.426 1.328
F -5.911 0.969 1.340



(7)
25
Properties=species:S:1:pos:R:3 method="wB97M-V/def2-TZVPD" charge=-1 orbital_gap_ev=6.416 e_above_lowest_ev=4.937 e_homo_ev=-3.05
Br 1.468 1.760 -0.052
C -1.542 2.073 2.678
O -0.908 0.980 2.394
N -2.122 2.232 3.815
N -1.415 3.157 1.892
H -1.935 1.440 4.414
H -2.266 3.170 4.162
H -1.745 4.010 2.320
H -0.812 3.117 1.083
C 2.752 -1.681 -1.195
O 1.911 -1.416 -0.344
N 3.340 -2.782 -1.447
N 3.076 -0.753 -2.049
H 3.251 -3.528 -0.772
H 4.020 -2.760 -2.194
H 3.730 -1.002 -2.778
H 2.741 0.170 -1.813
C -1.505 -0.994 -0.717
O -1.005 -0.902 0.396
N -2.139 -1.978 -1.210
N -1.498 -0.054 -1.655
H -2.290 -2.030 -2.207
H -2.533 -2.707 -0.633
H -0.873 0.715 -1.460
H -1.703 -0.239 -2.626



(8)
19
Properties=species:S:1:pos:R:3 method="wB97M-V/def2-TZVPD" s2=2.01 charge=0 orbital_gap_ev="4.025 / 7.144" multiplicity=3 e_above_lowest_ev=0.000 e_homo_ev="-3.31 / -11.17"
C 0.583 1.787 -0.965
C 1.424 -1.260 -0.868
C 1.228 0.233 1.898
N -1.086 -0.617 0.234
Si -2.717 -0.405 -0.338
Si 0.502 0.166 0.054
Cl -3.676 0.495 1.352
H -0.121 2.473 -0.748
H 1.584 2.168 -0.665
H 0.568 1.727 -2.080
H 1.333 -2.041 -0.130
H 0.912 -1.417 -1.756
H 2.502 -1.036 -0.952
H 0.965 -0.756 2.254
H 2.303 0.369 1.718
H 0.888 1.086 2.526
H -1.051 -1.534 0.634
H -2.828 0.311 -1.635
H -3.311 -1.750 -0.533



(9)
25
Properties=species:S:1:pos:R:3 method="wB97M-V/def2-TZVPD" charge=-1 orbital_gap_ev=8.244 e_above_lowest_ev=6.255 e_homo_ev=-5.38
I 0.203 1.206 -0.143
C 2.789 -0.753 0.703
O 3.921 -1.078 0.867
N 2.197 0.061 1.439
N 2.020 -1.286 -0.218
H 2.868 0.411 2.108
H 1.286 0.466 1.274
H 1.141 -0.790 -0.178
H 2.380 -1.983 -0.855
C -1.424 0.210 2.855
O -1.646 -0.020 4.029
N -2.158 0.919 2.055
N -0.331 -0.092 2.161
H -1.907 1.008 1.081
H -2.965 1.314 2.518
H -0.105 0.116 1.199
H 0.416 -0.531 2.680
C -1.176 -0.210 -3.347
O -1.320 -0.946 -4.292
N -1.887 0.856 -3.118
N -0.203 -0.380 -2.445
H -2.716 1.037 -3.665
H -1.663 1.450 -2.333
H 0.043 0.278 -1.719
H 0.239 -1.263 -2.654



(10)
19
Properties=species:S:1:pos:R:3 method="wB97M-V/def2-TZVPD" s2=0.76 charge=+2 orbital_gap_ev="9.123 / 2.966" multiplicity=2 e_homo_ev="-17.34 / -17.30"
In 12.229 19.246 -25.357
C 8.540 19.972 -24.135
O 9.266 19.017 -24.975
H 7.453 19.900 -24.168
H 8.921 19.797 -23.129
H 8.921 20.950 -24.426
H 8.559 18.438 -25.272
C 10.072 15.911 -26.700
O 11.255 16.503 -26.015
H 9.900 16.362 -27.677
H 10.293 14.848 -26.805
H 9.127 16.093 -26.188
H 11.811 15.754 -25.788
C 12.836 21.137 -28.779
O 13.226 21.162 -27.352
H 12.333 20.253 -29.171
H 12.191 21.984 -29.013
H 13.688 21.425 -29.396
H 13.743 21.963 -27.238



(11)
19
Properties=species:S:1:pos:R:3 method="wB97M-V/def2-TZVPD" charge=+1 orbital_gap_ev=10.057 e_above_lowest_ev=5.353 e_homo_ev=-14.11
K -1.775 0.557 -0.610
O -3.465 1.187 0.155
H -3.105 2.073 0.183
H -4.044 1.139 0.915
O -0.755 1.013 0.880
H -0.814 1.954 1.045
H -0.453 0.642 1.709
C 1.263 0.586 -0.747
C 0.900 -0.925 -0.686
C 1.909 -1.838 0.045
O -0.431 -1.112 -0.023
H 0.725 1.131 -1.522
H 2.294 0.638 -1.095
H 1.123 1.004 0.250
H 0.767 -1.351 -1.681
H 1.480 -2.835 0.148
H 2.171 -1.420 1.016
H 2.804 -2.090 -0.525
H -0.595 -0.353 0.541



(12)
16
Properties=species:S:1:pos:R:3 method="wB97M-V/def2-TZVPD" charge=+1 orbital_gap_ev=11.326 e_above_lowest_ev=1.079 e_homo_ev=-15.37
N 1.423 0.666 1.360
H 0.636 0.115 1.721
H 1.764 1.433 1.942
H 1.083 0.889 0.409
H 2.211 0.003 1.425
C -1.506 0.173 0.284
C -0.731 -0.880 -0.558
C 0.287 -0.309 -1.500
H -2.537 -0.114 0.473
H -1.113 0.593 1.211
H -1.609 1.070 -0.364
H -0.282 -1.805 -0.096
H -1.416 -1.459 -1.178
H 0.927 -0.941 -2.127
H 1.106 0.114 -0.912
H -0.242 0.450 -2.091



(13)
18
Properties=species:S:1:pos:R:3 method="wB97M-V/def2-TZVPD" charge=0 orbital_gap_ev="7.764 / 7.763" e_above_lowest_ev=5.829 e_homo_ev="-8.45 / -8.45"
C 0.241 0.752 2.219
C 1.722 0.534 -0.306
O -0.014 0.147 1.002
H 0.193 0.045 3.065
H -0.434 1.596 2.438
H 1.270 1.170 2.242
H 2.211 0.407 -1.271
H 1.497 1.565 -0.074
H 2.194 -0.026 0.486
C -0.217 -0.760 -1.681
N -1.555 -0.454 -1.438
N -2.172 -0.778 -0.222
H -1.853 0.456 -1.759
H -1.526 -0.432 0.534
H -2.213 -1.791 -0.160
H 0.086 -0.504 -2.698
H 0.029 -1.790 -1.422
H 0.542 -0.137 -0.957